w:
Entry from the OMol25 dataset: an isolated molecule of Cl2H2NOP (ωB97M-V/def2-TZVPD).

Structure (SMILES): N=P(O)(Cl)Cl
Frontier orbital gap (hartree): 0.3855
E_LUMO (eV): 0.26

Bonds (Å) are listed after each position.
Atoms and positions in Å:
1 Cl -0.80 -2.15 0.11  P3 2.095
2 Cl 1.95 -0.78 -0.33  P3 2.011
3 P 0.05 -0.24 0.06  Cl1 2.095, Cl2 2.011, O4 1.569, N5 1.551
4 O -0.48 0.19 -1.35  P3 1.569, H6 0.980
5 N -0.38 0.82 1.09  P3 1.551, H7 1.016
6 H -0.45 1.15 -1.55  O4 0.980
7 H 0.10 1.00 1.97  N5 1.016

***

x:
Entry from the OMol25 dataset: a cluster of 2 separate species, Cl2H2NOP in total (ωB97M-V/def2-TZVPD).

Frontier orbital gap (hartree): 0.3806
E_LUMO (eV): -0.69

Bonds (Å) are listed after each position.
Atoms and positions in Å:
1 Cl 3.02 2.05 0.20  H7 1.308
2 Cl -0.74 1.23 -0.80  P3 2.057
3 P -2.61 1.16 0.05  Cl2 2.057, O4 1.417, N5 1.552
4 O -3.12 2.38 0.56  P3 1.417
5 N -3.07 -0.30 0.29  P3 1.552, H6 0.997
6 H -2.67 -1.09 -0.17  N5 0.997
7 H 3.80 1.05 0.53  Cl1 1.308

***

In terms of stability, w leads; the second structure lies 1.434 eV higher.